1.
Computed, not measured: a single C6H8O3 molecule in a non-equilibrium geometry, with ωB97M-V with the def2-TZVPD basis set.

Calculated values
Energy above the lowest of the compared OMol25 structures with the same formula, charge and spin   58.49 kcal per mole
E_HOMO   -9.7 eV

The geometry in XYZ format:
```
17
C6H8O3 | the OMol25 dataset | ωB97M-V with the def2-TZVPD basis set
C 1.792 -0.110 0.330
C 0.824 -0.074 -0.871
C -0.384 -0.969 -0.720
C -1.393 -0.106 -0.032
C -2.408 -0.335 0.796
C -0.846 1.319 -0.384
H 2.761 0.984 1.534
H 2.418 -0.815 0.040
H 1.284 -0.391 1.124
H 1.345 -0.361 -1.773
H -0.764 -1.298 -1.665
H -0.001 -1.908 0.025
H -2.969 0.632 1.069
H -2.744 -1.340 1.022
O 2.351 1.161 0.573
O -1.543 2.349 -0.123
O 0.276 1.263 -0.947
```

Atom charges from the natural (NBO) analysis, given in e for atoms 1 to 8: -0.08 0.08 -0.45 -0.14 -0.34 0.75 0.47 0.16

2.
Computed, not measured: 2 unconnected molecules or ions with the total composition C6H8O3 in a non-equilibrium geometry, with ωB97M-V with the def2-TZVPD basis set.

Calculated values
Energy above the lowest of the compared OMol25 structures with the same formula, charge and spin   81.55 kcal per mole
E_HOMO   -9.3 eV

The geometry in XYZ format:
```
17
C6H8O3 | the OMol25 dataset | ωB97M-V with the def2-TZVPD basis set
C -1.002 -0.403 -0.359
C -0.008 0.012 -1.142
C -0.054 -1.453 -0.848
C -2.276 -0.267 0.333
C 1.806 0.492 0.465
C 0.425 0.993 0.982
O 2.439 1.434 -0.268
O 2.307 -0.560 0.758
O -0.065 0.576 2.016
H 3.289 1.082 -0.578
H 0.354 0.760 -1.809
H 0.230 2.003 0.587
H 0.646 -1.878 -0.130
H -0.360 -2.134 -1.636
H -2.848 -1.192 0.309
H -2.867 0.561 -0.056
H -2.014 -0.025 1.376
```

Atom charges from the natural (NBO) analysis, given in e for atoms 1 to 8: 0.14 -0.25 -0.43 -0.68 0.69 0.31 -0.70 -0.57

3.
Computed, not measured: 2 unconnected molecules or ions with the total composition C6H8O4 in a non-equilibrium geometry, with ωB97M-V with the def2-TZVPD basis set.

Calculated values
Energy above the lowest of the compared OMol25 structures with the same formula, charge and spin   66.25 kcal per mole
E_HOMO   -9.3 eV

The geometry in XYZ format:
```
18
C6H8O4 | the OMol25 dataset | ωB97M-V with the def2-TZVPD basis set
O 2.238 -1.959 0.526
C 1.487 -1.129 0.088
C 0.100 -1.312 -0.476
C -0.543 0.066 -0.359
C -1.832 0.361 -1.007
O -1.900 0.118 0.390
C 0.572 1.103 -0.456
C 1.789 0.402 0.093
O 2.795 0.883 0.543
H 0.215 -1.600 -1.534
H -0.468 -2.100 0.030
H -2.049 1.396 -1.290
H -2.287 -0.417 -1.627
H 0.791 1.350 -1.508
H 0.335 2.037 0.068
O -0.131 -0.049 2.131
H -1.179 0.044 1.857
H 0.065 0.805 2.529
```

Atom charges from the natural (NBO) analysis, given in e for atoms 1 to 8: -0.46 0.51 -0.56 0.28 -0.09 -0.55 -0.56 0.50

4.
Computed, not measured: a molecular structure, C6H8O5SV in a non-equilibrium geometry, with ωB97M-V with the def2-TZVPD basis set.

Calculated values
<S²>   3.78
Net charge   +2
Multiplicity   4
E_HOMO (spin up / spin down)   -18.2 / -18.1 eV

The geometry in XYZ format:
```
21
C6H8O5SV | the OMol25 dataset | ωB97M-V with the def2-TZVPD basis set
V -0.174 1.564 -0.904
C -0.019 2.898 0.398
O 0.037 3.671 1.273
C -0.112 2.643 -2.429
O -0.081 3.296 -3.389
C -1.996 1.190 -0.680
O -3.155 1.088 -0.528
C 1.727 0.839 -0.756
O 2.890 0.923 -0.721
H -0.122 -2.225 -3.006
H -0.177 -1.874 -3.661
C -0.494 -2.637 1.211
S -0.062 -1.015 0.513
C 0.469 -0.217 2.052
O 1.224 -1.091 -0.351
H -1.204 -2.441 2.034
H 0.452 -3.088 1.556
H -0.944 -3.241 0.402
H 0.932 -1.020 2.620
H 1.201 0.540 1.791
H -0.393 0.201 2.574
```

Atom charges from the natural (NBO) analysis, given in e for atoms 1 to 8: 0.59 0.52 -0.24 0.53 -0.21 0.50 -0.23 0.46

5.
Computed, not measured: 2 unconnected molecules or ions with the total composition C6H8O6 in a non-equilibrium geometry, with ωB97M-V with the def2-TZVPD basis set.

Calculated values
Energy above the lowest of the compared OMol25 structures with the same formula, charge and spin   26.58 kcal per mole
E_HOMO   -10.5 eV

The geometry in XYZ format:
```
20
C6H8O6 | the OMol25 dataset | ωB97M-V with the def2-TZVPD basis set
C 0.218 -2.013 -0.226
C 1.580 -2.676 -0.228
O 1.296 -4.011 -0.490
C -0.021 -4.230 -0.212
O -0.624 -5.306 0.039
O -0.689 -3.032 -0.019
H 0.081 -1.523 -1.189
H 0.165 -1.308 0.604
H 2.175 -2.528 0.673
H 2.091 -2.190 -1.059
C -1.336 2.977 0.860
C -0.638 3.809 -0.148
O 0.194 2.881 -0.786
C 0.197 1.697 -0.190
O 0.934 0.705 -0.441
O -0.607 1.757 0.811
H -2.383 2.866 0.579
H -1.178 3.409 1.849
H -0.104 4.541 0.458
H -1.352 4.173 -0.886
```

Atom charges from the natural (NBO) analysis, given in e for atoms 1 to 8: -0.10 -0.10 -0.48 0.96 -0.59 -0.48 0.18 0.21

6.
Computed, not measured: a molecular structure, C6H8OPTi in a non-equilibrium geometry, with ωB97M-V with the def2-TZVPD basis set.

Calculated values
<S²>   2.07
Net charge   -1
Multiplicity   3
Energy above the lowest of the compared OMol25 structures with the same formula, charge and spin   0.00 kcal per mole
E_HOMO (spin up / spin down)   -1.0 / -1.0 eV

The geometry in XYZ format:
```
17
C6H8OPTi | the OMol25 dataset | ωB97M-V with the def2-TZVPD basis set
C 0.297 0.171 -1.370
C -0.825 -0.689 -1.605
C -0.606 -1.926 -0.912
C 0.681 -1.864 -0.268
C 1.242 -0.573 -0.494
Ti -0.582 -0.095 0.686
P -0.553 2.284 0.746
H 0.516 1.120 -1.852
H -1.689 -0.439 -2.213
H -1.275 -2.782 -0.906
H 2.242 -0.237 -0.232
H 1.167 -2.670 0.275
H -1.405 2.998 1.642
H -0.974 2.910 -0.477
H 0.668 3.006 0.947
O 0.776 -0.711 3.543
C 0.320 -0.503 2.488
```

Atom charges from the natural (NBO) analysis, given in e for atoms 1 to 8: -0.37 -0.36 -0.34 -0.31 -0.41 0.04 0.13 0.22

7.
Computed, not measured: a molecular structure, C6H8OS in a non-equilibrium geometry, with ωB97M-V with the def2-TZVPD basis set.

Calculated values
Energy above the lowest of the compared OMol25 structures with the same formula, charge and spin   126.40 kcal per mole
E_HOMO   -9.1 eV

The geometry in XYZ format:
```
16
C6H8OS | the OMol25 dataset | ωB97M-V with the def2-TZVPD basis set
C -0.641 -0.899 -0.374
C -0.985 0.492 -0.854
C -0.484 1.371 0.389
C 0.803 1.011 -0.140
C 0.804 -0.467 -0.045
C 1.970 -0.960 0.515
H -2.772 -1.195 0.275
H -0.656 -1.600 -1.255
H -1.956 0.947 -1.316
H -0.880 0.727 1.283
H -0.904 2.330 0.545
H 1.964 1.264 0.265
H 2.866 -0.208 0.763
H 2.091 -2.019 0.457
O 0.295 1.018 -1.435
S -1.515 -1.811 0.926
```

Atom charges from the natural (NBO) analysis, given in e for atoms 1 to 8: -0.44 0.06 -0.43 0.02 0.03 -0.42 0.15 0.24

8.
Computed, not measured: 2 unconnected molecules or ions with the total composition C6H8OS in a non-equilibrium geometry, with ωB97M-V with the def2-TZVPD basis set.

Calculated values
Energy above the lowest of the compared OMol25 structures with the same formula, charge and spin   157.82 kcal per mole
E_HOMO   -8.2 eV

The geometry in XYZ format:
```
16
C6H8OS | the OMol25 dataset | ωB97M-V with the def2-TZVPD basis set
C -0.020 0.964 0.453
C -1.514 0.692 0.089
C -1.625 -0.433 -0.575
C -0.389 -1.211 -0.760
C 0.263 -1.607 0.602
C 0.569 -0.183 0.080
H 1.015 2.650 0.287
H -0.019 1.157 1.593
H -2.197 1.447 0.506
H -2.327 -0.960 -1.097
H -0.048 -1.720 -1.799
H -0.502 -1.984 1.459
H 1.416 -2.209 0.595
H 2.640 1.601 -0.749
O 0.456 2.018 -0.448
S 2.280 -0.221 -0.235
```

Atom charges from the natural (NBO) analysis, given in e for atoms 1 to 8: 0.00 -0.18 -0.21 -0.27 -0.40 -0.26 0.47 0.20

9.
Computed, not measured: 2 unconnected molecules or ions with the total composition C6H8OS in a non-equilibrium geometry, with ωB97M-V with the def2-TZVPD basis set.

Calculated values
Energy above the lowest of the compared OMol25 structures with the same formula, charge and spin   104.51 kcal per mole
E_HOMO   -8.6 eV

The geometry in XYZ format:
```
16
C6H8OS | the OMol25 dataset | ωB97M-V with the def2-TZVPD basis set
C 0.415 0.266 -1.353
C 0.972 -0.970 -0.820
C 0.294 -1.665 0.313
C -0.578 -1.403 1.261
C -0.172 1.405 0.924
C 0.471 1.273 -0.245
H 2.343 -0.062 -2.339
H -0.689 0.239 -1.745
H 2.135 -0.802 -0.717
H 1.023 -1.767 -1.644
H 0.632 -2.647 0.279
H -0.875 -2.020 2.132
H 0.043 2.331 1.546
H 1.330 1.955 -0.343
O 1.253 0.807 -2.410
S -1.524 0.180 1.352
```

Atom charges from the natural (NBO) analysis, given in e for atoms 1 to 8: 0.01 -0.44 -0.21 -0.29 -0.33 -0.20 0.42 0.22

10.
Computed, not measured: 2 unconnected molecules or ions with the total composition C6H8OS in a non-equilibrium geometry, with ωB97M-V with the def2-TZVPD basis set.

Calculated values
Energy above the lowest of the compared OMol25 structures with the same formula, charge and spin   180.39 kcal per mole
E_HOMO   -8.7 eV

The geometry in XYZ format:
```
16
C6H8OS | the OMol25 dataset | ωB97M-V with the def2-TZVPD basis set
C -0.580 1.144 0.365
C -1.906 0.316 0.511
C -1.818 -1.052 -0.118
C -0.661 -1.722 -0.502
C 0.558 -0.772 -0.512
C 0.452 0.137 0.691
H -0.168 3.365 -0.746
H -0.395 1.985 1.076
H -2.036 0.162 1.805
H -2.835 0.959 0.164
H -2.763 -1.789 -0.030
H -0.600 -2.898 -0.407
H 0.407 -0.307 -1.456
H 0.165 -0.539 1.474
O -0.279 1.737 -0.918
S 2.136 -0.196 0.178
```

Atom charges from the natural (NBO) analysis, given in e for atoms 1 to 8: 0.05 -0.47 -0.22 -0.19 -0.38 -0.35 0.42 0.19

11.
Computed, not measured: 2 unconnected molecules or ions with the total composition C6H8OS2 in a non-equilibrium geometry, with ωB97M-V with the def2-TZVPD basis set.

Calculated values
Energy above the lowest of the compared OMol25 structures with the same formula, charge and spin   20.88 kcal per mole
E_HOMO   -8.4 eV

The geometry in XYZ format:
```
17
C6H8OS2 | the OMol25 dataset | ωB97M-V with the def2-TZVPD basis set
C -3.631 0.975 0.296
C -2.678 1.445 -0.621
C -3.272 -0.226 0.892
C -1.599 0.597 -0.699
C 3.267 -0.577 -0.740
C 3.622 -1.126 0.716
O 1.090 -0.106 0.680
S -1.794 -0.792 0.222
S 2.451 0.327 0.614
H -4.538 1.520 0.480
H -2.782 2.382 -1.218
H -3.953 -0.827 1.470
H 2.672 -1.265 -1.384
H 4.058 -0.071 -1.239
H -0.803 0.742 -1.311
H 3.254 -2.117 0.845
H 4.637 -0.882 0.995
```

Atom charges from the natural (NBO) analysis, given in e for atoms 1 to 8: -0.26 -0.27 -0.45 -0.42 -0.62 -0.61 -0.97 0.50

12.
Computed, not measured: a single C6H8S molecule in a non-equilibrium geometry, with ωB97M-V with the def2-TZVPD basis set.

Calculated values
Energy above the lowest of the compared OMol25 structures with the same formula, charge and spin   156.22 kcal per mole
E_HOMO (spin up / spin down)   -8.3 / -8.3 eV

The geometry in XYZ format:
```
15
C6H8S | the OMol25 dataset | ωB97M-V with the def2-TZVPD basis set
C -0.271 -0.273 -0.969
C 1.568 -1.282 -0.423
C -0.560 0.188 0.466
C 1.582 -0.878 0.942
C 0.692 0.368 1.282
C -1.111 -0.067 -2.066
S -2.437 1.120 -2.378
H -0.989 1.154 0.553
H -1.224 -0.598 0.879
H 1.163 -1.716 1.383
H 2.601 -1.108 1.338
H 1.294 1.278 1.064
H 0.601 0.336 2.382
H -0.741 -0.497 -3.053
H -2.168 1.975 -1.399
```

Atom charges from the natural (NBO) analysis, given in e for atoms 1 to 8: -0.06 0.29 -0.51 -0.74 -0.38 -0.42 0.01 0.22

Repeat the eleventh record exactly.
Computed, not measured: 2 unconnected molecules or ions with the total composition C6H8OS2 in a non-equilibrium geometry, with ωB97M-V with the def2-TZVPD basis set.

Calculated values
Energy above the lowest of the compared OMol25 structures with the same formula, charge and spin   20.88 kcal per mole
E_HOMO   -8.4 eV

The geometry in XYZ format:
```
17
C6H8OS2 | the OMol25 dataset | ωB97M-V with the def2-TZVPD basis set
C -3.631 0.975 0.296
C -2.678 1.445 -0.621
C -3.272 -0.226 0.892
C -1.599 0.597 -0.699
C 3.267 -0.577 -0.740
C 3.622 -1.126 0.716
O 1.090 -0.106 0.680
S -1.794 -0.792 0.222
S 2.451 0.327 0.614
H -4.538 1.520 0.480
H -2.782 2.382 -1.218
H -3.953 -0.827 1.470
H 2.672 -1.265 -1.384
H 4.058 -0.071 -1.239
H -0.803 0.742 -1.311
H 3.254 -2.117 0.845
H 4.637 -0.882 0.995
```

Atom charges from the natural (NBO) analysis, given in e for atoms 1 to 8: -0.26 -0.27 -0.45 -0.42 -0.62 -0.61 -0.97 0.50